[1]
Molecular formula: C25H22AgP2S
Method: DFT, ωB97M-V/def2-TZVPD

```
51
Properties=species:S:1:pos:R:3:nbo_charge:R:1
Ag -0.787 0.054 -4.672 0.5707
C -1.138 -0.337 -0.231 -1.0615
P -0.698 -0.536 -2.065 0.8382
C -1.334 1.126 -2.621 -0.3100
C -0.539 2.203 -3.030 -0.2615
C -1.115 3.428 -3.360 -0.2149
C -2.486 3.591 -3.313 -0.2145
C -3.297 2.516 -2.958 -0.2110
C -2.729 1.299 -2.631 -0.2443
C 1.111 -0.254 -1.963 -0.3967
C 1.699 0.716 -1.155 -0.2243
C 3.078 0.814 -1.049 -0.2276
C 3.883 -0.064 -1.763 -0.2076
C 3.308 -1.019 -2.590 -0.2364
C 1.927 -1.114 -2.698 -0.1050
P -0.280 -1.612 0.776 0.8442
C 1.018 -0.679 1.696 -0.3214
C 2.194 -1.360 1.991 -0.1946
C 3.214 -0.749 2.709 -0.2127
C 3.073 0.561 3.137 -0.2141
C 1.902 1.253 2.852 -0.2348
C 0.887 0.635 2.141 -0.1510
C -1.430 -1.843 2.201 -0.3209
C -1.253 -2.982 2.983 -0.1505
C -2.054 -3.221 4.090 -0.2189
C -3.061 -2.326 4.424 -0.2242
C -3.255 -1.192 3.649 -0.2114
C -2.443 -0.953 2.549 -0.2187
H -2.204 -0.573 -0.186 0.2482
H -1.007 0.686 0.130 0.2207
H 0.537 2.090 -3.067 0.2433
H -0.477 4.248 -3.665 0.2117
H -2.930 4.543 -3.574 0.2061
H -4.374 2.624 -2.957 0.2072
H -3.367 0.458 -2.383 0.2178
H 1.074 1.398 -0.590 0.2045
H 3.520 1.563 -0.403 0.2047
H 4.961 0.006 -1.683 0.2013
H 3.934 -1.683 -3.172 0.2138
H 1.470 -1.807 -3.399 0.2678
H 2.326 -2.373 1.629 0.2197
H 4.126 -1.295 2.919 0.2089
H 3.869 1.044 3.688 0.2068
H 1.780 2.277 3.182 0.2072
H -0.022 1.188 1.937 0.1999
H -0.481 -3.694 2.716 0.2074
H -1.898 -4.112 4.685 0.2054
H -3.695 -2.515 5.281 0.2063
H -4.038 -0.489 3.902 0.2072
H -2.598 -0.057 1.961 0.2124
S 0.095 -1.485 -6.049 -1.3927
```

Output
E_LUMO (eV): 2.41
Spin multiplicity: 1
Highest occupied orbital energy (eV): -2.3
Orbital gap (hartree): 0.17439
Relative energy (zero: lowest compared OMol25 entry of this formula, charge and spin) (kcal/mol): 6.8
Total charge: -1

---

[2]
Molecular formula: C2H4N2OS
Method: DFT, ωB97M-V/def2-TZVPD

```
10
Properties=species:S:1:pos:R:3:nbo_charge:R:1
C 1.530 -0.144 -0.010 0.5950
C 0.142 -0.375 0.129 -0.0187
H 2.871 1.401 -0.071 0.4021
H 1.175 1.922 -0.048 0.4190
H 0.014 -1.395 0.209 0.1869
H -3.208 1.022 0.197 0.1497
N 1.928 1.207 0.026 -0.8154
N -0.735 0.502 -0.046 -0.4838
O 2.302 -1.150 -0.047 -0.5821
S -2.354 -0.162 -0.031 0.1474
```

Output
E_LUMO (eV): -0.15
Spin multiplicity: 1
Highest occupied orbital energy (eV): -9.6
Orbital gap (hartree): 0.34759
Relative energy (zero: lowest compared OMol25 entry of this formula, charge and spin) (kcal/mol): 48.0
Total charge: 0
Structure (SMILES): NC(=O)/C=N/S

---

[3]
Molecular formula: C4H12
Method: DFT, ωB97M-V/def2-TZVPD

```
16
Properties=species:S:1:pos:R:3:nbo_charge:R:1
C 0.913 1.513 -0.075 -0.6165
C -0.132 2.620 -0.153 -0.6259
H 1.921 1.919 0.014 0.2076
H 0.728 0.767 0.690 0.2083
H 0.944 0.965 -1.021 0.2059
H -1.001 2.275 0.421 0.2034
H -0.566 2.911 -1.112 0.2095
H 0.082 3.601 0.285 0.2076
C -0.825 -1.752 -0.443 -0.6047
C 0.063 -2.390 0.670 -0.6040
H -1.476 -0.984 -0.016 0.1965
H -0.210 -1.250 -1.181 0.2050
H -1.474 -2.545 -0.802 0.2037
H 0.781 -1.670 1.066 0.1972
H 0.579 -3.186 0.138 0.2028
H -0.517 -2.711 1.530 0.2037
```

Output
E_LUMO (eV): 1.16
Spin multiplicity: 1
Highest occupied orbital energy (eV): -11.7
Orbital gap (hartree): 0.47229
Relative energy (zero: lowest compared OMol25 entry of this formula, charge and spin) (kcal/mol): 9.0
Total charge: 0
Structure (SMILES): CC.CC

---

[4]
Molecular formula: C35H36FFeN11O8S
Method: DFT, ωB97M-V/def2-TZVPD

```
93
Properties=species:S:1:pos:R:3:mulliken_spin:R:1
Fe -1.099 2.217 1.925 0.0025
C 1.797 0.423 -3.498 0.0022
O 2.582 1.566 -3.818 0.0353
C 3.282 2.140 -2.817 0.1469
C 3.963 3.322 -3.139 -0.0753
C 4.636 4.012 -2.161 0.1124
C 4.638 3.549 -0.832 -0.0215
C 4.033 2.320 -0.545 0.1415
C 3.347 1.627 -1.522 -0.0446
N 5.198 4.409 0.105 0.5144
N 4.981 4.112 1.375 0.0406
C 3.806 4.003 1.898 0.0936
C 3.778 3.346 3.213 -0.0156
C 2.675 2.778 3.718 0.0350
C 1.432 2.817 2.946 0.0061
O 0.420 2.197 3.262 0.0190
C 1.399 3.661 1.709 -0.0077
N 0.188 3.729 1.144 -0.0049
C 0.040 4.551 0.116 -0.0015
C 1.080 5.350 -0.350 0.0015
C 2.337 5.231 0.202 -0.0144
C 2.521 4.326 1.253 0.0348
H 1.291 0.150 -4.420 -0.0013
H 1.060 0.660 -2.725 0.0016
H 2.431 -0.405 -3.170 0.0001
H 3.918 3.684 -4.157 -0.0018
H 5.138 4.945 -2.380 -0.0023
H 4.063 1.913 0.456 0.0075
H 2.844 0.707 -1.264 -0.0051
H 4.740 3.270 3.703 -0.0061
H 2.662 2.230 4.649 0.0004
H -0.936 4.576 -0.339 -0.0012
H 0.898 6.034 -1.166 -0.0004
H 3.161 5.822 -0.169 0.0070
F 1.123 -2.201 -2.397 0.0001
C 0.344 -2.455 -1.317 -0.0027
C 0.082 -1.444 -0.439 0.0037
C -0.682 -1.707 0.698 -0.0027
C -0.998 -0.592 1.600 0.0015
O -0.428 0.491 1.385 -0.0025
C -1.960 -0.868 2.611 -0.0063
C -2.369 -2.152 2.786 0.0045
N -1.982 -3.208 2.036 -0.0016
C -2.485 -4.525 2.336 0.0002
C -1.504 -5.582 2.756 -0.0002
C -2.449 -4.985 3.758 0.0003
C -1.182 -2.991 0.923 0.0021
C -0.928 -4.004 -0.009 0.0007
C -0.169 -3.745 -1.134 0.0015
N 0.021 -4.795 -2.078 -0.0003
C 0.682 -6.009 -1.633 0.0000
C -0.063 -7.202 -2.253 0.0000
N -0.785 -6.685 -3.473 0.0000
C 0.122 -5.794 -4.275 0.0000
C 0.336 -4.501 -3.466 -0.0001
C -2.548 0.189 3.510 0.0003
O -3.317 -0.161 4.397 0.0000
O -2.211 1.389 3.247 -0.0001
H 0.434 -0.437 -0.618 -0.0016
H -3.066 -2.356 3.589 0.0007
H -3.333 -4.830 1.734 0.0000
H -0.467 -5.283 2.820 0.0000
H -1.680 -6.596 2.423 0.0000
H -2.033 -4.307 4.489 0.0000
H -3.281 -5.580 4.106 0.0000
H -1.365 -4.984 0.123 0.0001
H 0.650 -6.083 -0.549 0.0000
H 1.738 -6.020 -1.931 0.0000
H -0.826 -7.614 -1.594 0.0000
H 0.599 -7.998 -2.585 0.0000
H -1.560 -6.108 -3.136 0.0000
H -1.165 -7.448 -4.031 0.0000
H -0.340 -5.615 -5.243 0.0000
H 1.040 -6.361 -4.420 0.0000
H -0.329 -3.716 -3.822 0.0000
H 1.365 -4.169 -3.625 0.0000
C -2.893 2.790 -1.986 0.0000
S -1.976 1.716 -0.926 0.0028
O -0.588 2.128 -1.077 0.0010
O -2.241 0.359 -1.367 -0.0003
O -2.501 1.998 0.447 -0.0002
H -2.504 2.664 -2.993 0.0000
H -2.775 3.820 -1.657 -0.0001
H -3.945 2.517 -1.951 0.0000
N -4.097 6.457 1.343 0.0001
N -3.565 5.355 2.019 0.0001
N -4.231 4.702 2.941 -0.0001
C -3.384 3.724 3.226 -0.0001
N -2.254 3.825 2.504 0.0003
N -2.409 4.876 1.721 0.0002
H -4.959 6.671 1.837 0.0000
H -3.444 7.225 1.476 0.0000
H -3.567 2.941 3.937 -0.0001
```

Output
E_LUMO (spin up / spin down) (eV): -3.08 / -3.08
Spin multiplicity: 2
Highest occupied orbital energy (spin up / spin down) (eV): -9.1 / -9.7
Orbital gap (spin up / spin down) (hartree): 0.22066 / 0.24189
Relative energy (zero: lowest compared OMol25 entry of this formula, charge and spin) (kcal/mol): 15.3
Total charge: +1
⟨S²⟩: 0.785

---

[5]
Molecular formula: C7H7NO4
Method: DFT, ωB97M-V/def2-TZVPD

```
19
Properties=species:S:1:pos:R:3:nbo_charge:R:1
C 0.208 -0.572 1.995 0.6769
C 0.207 -0.088 0.593 -0.2058
C 1.002 0.877 -0.018 -0.2032
C 0.741 1.276 -1.341 -0.2138
C -0.080 0.481 -2.164 0.2319
C -0.840 -0.500 -1.597 0.2459
C -0.689 -0.841 -0.162 -0.1976
H 0.320 -0.755 3.944 0.4681
H 0.910 1.591 2.685 0.3795
H 1.803 1.363 0.429 0.2286
H 1.519 1.996 -2.027 0.2383
H -1.217 0.362 -3.909 0.5123
H -2.285 -1.988 -2.175 0.5230
H -1.386 -1.725 0.083 0.2384
N 1.043 0.367 2.854 -0.4012
O 0.906 -0.011 4.236 -0.5575
O -0.182 -1.558 2.439 -0.5607
O -0.266 0.885 -3.441 -0.6684
O -1.714 -1.157 -2.425 -0.7348
```

Output
E_LUMO (eV): 0.10
Spin multiplicity: 1
Highest occupied orbital energy (eV): -8.7
Orbital gap (hartree): 0.32170
Relative energy (zero: lowest compared OMol25 entry of this formula, charge and spin) (kcal/mol): 82.6
Total charge: 0
Structure (SMILES): O=C(NO)c1ccc(O)c(O)c1

---

[6]
Molecular formula: C4H7N2
Method: DFT, ωB97M-V/def2-TZVPD

```
13
Properties=species:S:1:pos:R:3:nbo_charge:R:1
C -0.088 1.849 2.874 -0.0568
C 0.730 1.239 2.242 -0.1198
C 1.777 0.756 1.410 -0.3067
C 0.625 -0.038 -0.721 0.4851
N -1.764 -1.606 -2.827 -1.0960
N 1.151 0.521 0.136 -0.1639
H -0.857 2.224 3.497 0.2598
H 2.554 1.461 1.402 0.2905
H 2.041 -0.236 1.813 0.2895
H -0.045 -0.361 -1.444 0.3049
H -2.758 -1.335 -2.773 0.3790
H -1.700 -2.248 -1.999 0.3530
H -1.666 -2.225 -3.611 0.3815
```

Output
E_LUMO (eV): -4.90
Spin multiplicity: 1
Highest occupied orbital energy (eV): -14.3
Orbital gap (hartree): 0.34597
Relative energy (zero: lowest compared OMol25 entry of this formula, charge and spin) (kcal/mol): 115.3
Total charge: +1